C3H10S2 | ωB97M-V with the def2-TZVPD basis set

Last column: Mulliken charge in e.
Positions of all 15 atoms, in Å:
C  1.57  -2.59  -0.30  -1.1764
C  0.08  -2.32  -0.23  -0.2616
S  -0.62  -1.33  -1.65  -0.2144
H  1.91  -3.35  -1.08  0.3007
H  2.06  -1.63  -0.57  0.3562
H  1.89  -3.13  0.59  0.3460
H  0.08  -1.67  0.66  0.1828
H  -0.51  -3.24  -0.13  0.3685
H  0.37  -1.69  -2.44  0.1048
C  -0.76  1.54  0.87  -0.6216
S  0.12  3.00  1.56  -0.2224
H  -1.69  1.36  1.39  0.3271
H  -0.01  0.72  0.78  0.1205
H  -1.05  1.82  -0.13  0.2672
H  0.07  3.78  0.43  0.1228

Output
E_LUMO in eV: 0.813
SMILES: CCS.CS
HOMO level in eV: -9.0
Energy in a.u.: -916.632742

***

C4H11NO4S | ωB97M-V with the def2-TZVPD basis set

Last column: Mulliken charge in e.
Positions of all 21 atoms, in Å:
C  0.07  -1.33  -0.55  -1.0107
S  0.94  0.12  -0.69  1.1270
O  0.41  1.11  -1.64  -0.6488
O  0.95  1.01  0.68  -0.4694
O  2.54  -0.03  -0.88  -0.2697
C  3.35  1.07  -1.10  -0.6932
H  0.79  -1.92  0.06  0.3280
H  -0.10  -1.89  -1.43  0.3064
H  0.37  0.59  1.32  0.4180
H  3.79  1.68  -0.13  0.2151
H  2.72  1.83  -1.56  0.3117
H  4.18  0.89  -1.71  0.2958
C  -2.10  0.70  0.33  -0.9690
C  -1.80  -0.46  1.26  0.8618
N  -2.63  -1.59  1.18  -0.4459
O  -0.91  -0.53  2.05  -0.6849
H  -3.17  0.66  0.00  0.3615
H  -1.90  1.65  0.77  0.2779
H  -1.49  0.52  -0.50  0.2819
H  -2.50  -2.36  1.87  0.2334
H  -3.50  -1.71  0.68  0.1730

Output
E_LUMO in eV: 0.832
SMILES: C=[S@@](=O)(O)OC.CC(N)=O
HOMO level in eV: -9.0
Energy in a.u.: -912.793158

***

C67H67Cl2FN8O22S | ωB97M-V with the def2-TZVPD basis set

Last column: Mulliken charge in e.
Positions of all 168 atoms, in Å:
C  -9.45  2.79  4.52  -1.3595
C  -8.56  2.11  3.45  0.3842
O  -7.74  1.10  4.02  -0.3447
C  -7.30  0.16  3.05  -1.1247
C  -6.84  0.76  1.72  1.2111
C  -5.90  1.70  1.61  -0.5090
O  -5.23  2.22  2.65  0.2996
C  -4.30  1.26  3.21  -1.1009
C  -2.88  1.87  3.45  0.7291
C  -2.40  2.69  2.23  -1.4734
C  -2.77  2.56  4.85  -1.6166
C  -2.88  4.11  4.91  0.9469
C  -1.55  4.87  4.54  -1.5604
C  -4.13  4.70  4.16  -1.1467
C  -5.62  2.21  0.20  0.0285
O  -5.32  3.35  0.07  -0.5678
C  -5.78  1.23  -0.96  -0.1287
C  -4.89  1.46  -2.18  -0.7424
Cl  -3.24  2.01  -1.67  -0.2242
C  -5.50  2.66  -3.01  0.3261
C  -7.02  2.90  -2.78  -1.2567
Cl  -5.28  2.41  -4.79  -0.1987
C  -6.67  0.27  -0.82  1.2638
S  -6.90  -0.95  -2.13  1.2777
O  -7.17  -0.36  -3.39  -0.5359
O  -7.80  -2.00  -1.72  -0.6207
F  -5.46  -1.67  -2.23  -0.2382
C  -7.53  0.20  0.47  -0.5368
O  -8.60  -0.26  0.50  -0.4796
H  -9.62  3.83  4.18  0.3626
H  -10.45  2.31  4.59  0.3269
H  -8.96  2.84  5.50  0.3178
H  -9.26  1.65  2.71  0.1498
H  -7.95  2.90  2.98  0.0394
H  -8.11  -0.58  2.91  0.3748
H  -6.44  -0.37  3.51  0.3784
H  -4.14  0.48  2.44  0.5631
H  -4.69  0.74  4.10  0.2601
H  -2.22  0.98  3.50  0.6903
H  -1.43  3.18  2.40  0.3685
H  -3.16  3.38  1.83  0.0206
H  -2.22  1.96  1.41  0.4102
H  -3.61  2.17  5.47  0.3222
H  -1.86  2.20  5.37  0.4346
H  -3.04  4.37  5.97  0.5505
H  -0.74  4.15  4.76  0.3432
H  -1.49  5.14  3.48  0.3008
H  -1.40  5.71  5.23  0.3377
H  -3.91  4.95  3.11  0.2525
H  -5.04  4.09  4.28  0.1298
H  -4.35  5.66  4.64  0.2942
H  -4.82  0.58  -2.83  0.6434
H  -5.00  3.61  -2.78  0.4021
H  -7.22  3.38  -1.81  0.2319
H  -7.37  3.60  -3.55  0.4940
H  -7.64  1.99  -2.87  0.2243
O  2.15  3.93  -0.42  -0.6188
N  1.19  3.27  -0.79  1.0831
O  0.05  3.68  -0.85  -0.6089
C  1.44  1.87  -1.17  -0.4230
C  2.73  1.35  -1.07  -0.5340
C  2.95  0.03  -1.41  0.0881
C  1.89  -0.76  -1.85  -0.5008
C  0.61  -0.23  -1.95  -0.6841
C  0.39  1.09  -1.61  0.1210
H  3.55  1.96  -0.73  0.5353
H  3.94  -0.38  -1.33  0.4260
H  2.07  -1.80  -2.11  0.4632
H  -0.20  -0.85  -2.30  0.4334
H  -0.61  1.50  -1.69  0.3366
O  3.36  -3.57  -0.89  -0.5997
N  4.26  -2.98  -0.33  1.1527
O  4.12  -2.02  0.39  -0.6010
C  5.63  -3.47  -0.54  -0.0513
C  5.86  -4.54  -1.39  -0.2516
C  7.16  -4.97  -1.60  -0.8734
C  8.22  -4.34  -0.97  -0.4779
C  7.98  -3.27  -0.12  -0.5076
C  6.68  -2.83  0.10  -0.2628
H  5.04  -5.04  -1.89  0.5036
H  7.34  -5.81  -2.27  0.4260
H  9.23  -4.68  -1.15  0.5899
H  8.81  -2.78  0.38  0.4878
H  6.51  -2.00  0.76  0.4658
O  3.70  -8.65  -0.40  -0.6161
N  3.01  -7.64  -0.37  1.0594
O  3.16  -6.68  -1.10  -0.5880
C  1.93  -7.57  0.63  0.0958
C  1.75  -8.63  1.51  -0.3932
C  0.75  -8.55  2.46  -0.4268
C  -0.06  -7.42  2.52  -0.3978
C  0.12  -6.38  1.63  -0.4918
C  1.13  -6.45  0.68  -0.2869
H  2.38  -9.50  1.47  0.4388
H  0.60  -9.36  3.16  0.3662
H  -0.84  -7.36  3.27  0.3727
H  -0.51  -5.50  1.68  0.3806
H  1.27  -5.63  -0.02  0.4874
O  -15.13  0.17  -4.32  -0.6056
N  -14.30  -0.62  -4.72  1.0019
O  -14.38  -1.25  -5.76  -0.6053
C  -13.11  -0.84  -3.89  0.0332
C  -12.99  -0.18  -2.68  -0.3101
C  -11.88  -0.40  -1.89  -0.5884
C  -10.89  -1.29  -2.31  -0.4058
C  -11.01  -1.94  -3.53  -0.4790
C  -12.13  -1.72  -4.32  -0.3042
H  -13.76  0.51  -2.34  0.4397
H  -11.78  0.10  -0.94  0.4383
H  -10.01  -1.47  -1.69  0.5139
H  -10.24  -2.62  -3.85  0.4223
H  -12.22  -2.23  -5.27  0.4367
O  9.84  -5.62  0.89  -0.5975
N  10.74  -5.03  1.46  1.0438
O  10.58  -4.06  2.18  -0.6046
C  12.11  -5.51  1.25  0.1041
C  12.33  -6.59  0.40  -0.2285
C  13.63  -7.02  0.19  -0.5145
C  14.69  -6.39  0.82  -0.4027
C  14.46  -5.32  1.67  -0.4429
C  13.16  -4.88  1.89  -0.3456
H  11.51  -7.09  -0.09  0.4407
H  13.82  -7.86  -0.48  0.3712
H  15.70  -6.73  0.65  0.3733
H  15.28  -4.83  2.17  0.3705
H  12.98  -4.04  2.55  0.4382
O  6.45  -1.23  -2.65  -0.5946
N  6.67  -0.13  -2.19  1.1797
O  5.83  0.56  -1.63  -0.6084
C  8.02  0.41  -2.31  -0.1802
C  8.99  -0.33  -2.97  0.0533
C  10.26  0.18  -3.11  -0.7070
C  10.57  1.44  -2.59  -0.5418
C  9.60  2.17  -1.92  -0.5586
C  8.31  1.66  -1.78  -0.3840
H  8.76  -1.31  -3.38  0.6648
H  11.02  -0.39  -3.63  0.3989
H  11.57  1.84  -2.71  0.3871
H  9.83  3.14  -1.52  0.3950
H  7.56  2.24  -1.27  0.4837
O  9.92  -0.11  -6.50  -0.6059
N  9.69  -0.60  -7.59  1.0180
O  10.42  -0.50  -8.56  -0.6042
C  8.45  -1.36  -7.75  -0.0192
C  7.58  -1.46  -6.67  -0.2024
C  6.39  -2.16  -6.82  -0.4834
C  6.08  -2.75  -8.04  -0.4546
C  6.96  -2.65  -9.11  -0.4219
C  8.15  -1.95  -8.96  -0.4145
H  7.81  -1.00  -5.72  0.4816
H  5.70  -2.24  -5.99  0.5041
H  5.15  -3.29  -8.15  0.3870
H  6.72  -3.11  -10.05  0.3733
H  8.83  -1.87  -9.80  0.4417
O  -4.03  6.41  6.81  -0.5705
N  -5.06  7.05  6.72  0.9830
O  -6.17  6.57  6.66  -0.6061
C  -4.94  8.52  6.66  0.1638
C  -3.69  9.10  6.68  -0.2653
C  -3.58  10.48  6.61  -0.4916
C  -4.72  11.26  6.52  -0.4020
C  -5.98  10.66  6.50  -0.4661
C  -6.09  9.29  6.58  -0.3520
H  -2.79  8.49  6.75  0.4195
H  -2.60  10.94  6.62  0.3730
H  -4.63  12.34  6.45  0.3745
H  -6.87  11.28  6.44  0.3729
H  -7.07  8.83  6.56  0.4430

Output
E_LUMO in eV: -1.853
SMILES: CCOCC1=C(OC[C@@H](C)CC(C)C)C(=O)C([C@H](Cl)[C@H](C)Cl)=C(S(=O)(=O)F)C1=O.O=[N+]([O-])c1ccccc1.O=[N+]([O-])c1ccccc1.O=[N+]([O-])c1ccccc1.O=[N+]([O-])c1ccccc1.O=[N+]([O-])c1ccccc1.O=[N+]([O-])c1ccccc1.O=[N+]([O-])c1ccccc1.O=[N+]([O-])c1ccccc1
HOMO level in eV: -9.4
Energy in a.u.: -6104.228148

***

C72H156N6O24S6 | ωB97M-V with the def2-TZVPD basis set

Last column: Löwdin spin population.
Positions of all 264 atoms, in Å:
C  4.05  -1.93  -2.70  0.0154
C  5.14  -2.84  -3.35  0.0201
C  4.73  -3.33  -4.77  -0.0002
C  4.93  -2.25  -5.85  0.0000
C  6.40  -1.86  -5.82  0.0010
C  6.88  -1.24  -4.50  0.0202
N  6.50  -2.22  -3.39  0.3688
O  7.01  -1.93  -2.10  0.5459
C  8.41  -1.02  -4.66  0.0014
C  6.23  0.19  -4.40  0.0169
C  5.08  -4.15  -2.61  0.0027
H  3.09  -2.36  -2.99  0.0010
H  3.74  -1.00  -3.19  0.0002
H  4.15  -1.69  -1.64  0.0022
H  5.13  -4.31  -5.02  0.0003
H  3.67  -3.56  -4.74  -0.0004
H  4.41  -1.30  -5.75  0.0000
H  4.68  -2.55  -6.87  0.0000
H  6.67  -1.33  -6.73  -0.0005
H  7.07  -2.69  -6.03  0.0007
H  8.87  -0.48  -3.83  -0.0004
H  8.98  -1.95  -4.69  -0.0001
H  8.68  -0.51  -5.58  -0.0003
H  5.15  0.27  -4.52  0.0004
H  6.42  0.53  -3.38  0.0011
H  6.45  0.78  -5.29  0.0016
H  5.82  -4.91  -2.87  0.0000
H  4.09  -4.61  -2.61  -0.0002
H  5.27  -3.91  -1.56  -0.0007
C  -6.29  -0.80  0.02  0.0122
C  -7.79  -1.17  0.27  0.0193
C  -8.63  0.10  0.02  -0.0002
C  -9.03  0.36  -1.42  -0.0001
C  -9.66  -0.87  -2.07  -0.0002
C  -8.78  -2.12  -1.91  0.0229
N  -8.38  -2.34  -0.51  0.3289
O  -7.71  -3.59  -0.26  0.5931
C  -9.82  -3.20  -2.35  0.0035
C  -7.67  -2.04  -2.98  0.0145
C  -7.94  -1.38  1.76  0.0020
H  -5.61  -1.51  0.50  0.0014
H  -5.96  0.12  0.51  0.0008
H  -5.91  -0.90  -0.99  -0.0004
H  -9.60  0.08  0.52  0.0004
H  -8.19  1.03  0.36  -0.0004
H  -8.15  0.62  -2.02  0.0000
H  -9.60  1.29  -1.42  0.0000
H  -9.69  -0.47  -3.08  -0.0004
H  -10.70  -1.03  -1.81  0.0002
H  -10.70  -3.32  -1.72  -0.0001
H  -10.17  -3.03  -3.36  -0.0001
H  -9.36  -4.18  -2.25  -0.0008
H  -8.08  -2.24  -3.97  0.0015
H  -7.21  -1.06  -3.05  0.0004
H  -6.75  -2.56  -2.70  0.0016
H  -7.62  -0.49  2.31  -0.0002
H  -7.38  -2.26  2.09  -0.0008
H  -8.96  -1.55  2.10  0.0000
C  8.24  0.91  -0.58  0.0033
C  7.29  1.81  0.30  0.0206
C  5.96  0.91  0.54  0.0004
C  5.11  1.43  1.58  0.0001
C  5.92  1.75  2.89  0.0007
C  7.19  2.65  2.73  0.0159
N  8.00  2.12  1.57  0.3191
O  9.36  2.74  1.58  0.6063
C  6.55  4.08  2.61  0.0142
C  7.73  2.57  4.17  0.0004
C  6.93  3.04  -0.61  0.0168
H  7.85  0.54  -1.53  0.0005
H  8.32  -0.04  -0.05  -0.0002
H  9.19  1.41  -0.83  -0.0007
H  5.37  0.75  -0.36  -0.0001
H  6.30  -0.06  0.91  0.0004
H  4.27  0.75  1.71  0.0001
H  4.64  2.35  1.23  0.0000
H  6.13  0.86  3.50  0.0001
H  5.21  2.17  3.60  -0.0004
H  7.38  4.77  2.52  0.0011
H  5.95  4.21  1.70  0.0002
H  5.98  4.48  3.44  0.0012
H  8.82  2.67  4.19  -0.0011
H  7.38  3.31  4.89  -0.0002
H  7.70  1.62  4.72  0.0002
H  6.02  3.52  -0.25  0.0003
H  6.63  2.82  -1.64  0.0016
H  7.66  3.85  -0.55  0.0010
C  -4.62  -3.32  4.07  0.0053
C  -4.50  -2.19  5.16  0.0235
C  -3.50  -2.86  6.12  -0.0001
C  -3.06  -1.84  7.26  0.0000
C  -2.45  -0.61  6.63  0.0001
C  -3.44  0.04  5.63  0.0221
N  -4.05  -0.90  4.67  0.3542
O  -4.86  -0.26  3.62  0.5452
C  -4.44  0.81  6.49  0.0171
C  -2.59  1.01  4.84  0.0033
C  -5.94  -2.13  5.88  0.0227
H  -3.64  -3.61  3.69  0.0002
H  -5.18  -2.94  3.21  -0.0006
H  -5.15  -4.15  4.53  -0.0001
H  -3.80  -3.84  6.51  -0.0004
H  -2.67  -3.21  5.50  0.0004
H  -2.29  -2.23  7.92  0.0000
H  -3.85  -1.62  7.98  0.0000
H  -1.62  -0.94  6.01  0.0004
H  -2.00  0.12  7.30  -0.0004
H  -5.02  1.41  5.79  0.0020
H  -5.08  0.35  7.24  0.0004
H  -3.84  1.61  6.92  0.0013
H  -1.89  1.55  5.47  0.0000
H  -2.09  0.47  4.04  -0.0004
H  -3.27  1.71  4.35  -0.0005
H  -6.75  -1.79  5.22  0.0025
H  -5.86  -1.36  6.64  0.0003
H  -6.05  -3.10  6.35  0.0018
C  -4.20  2.42  0.64  0.0173
C  -4.53  3.87  0.36  0.0225
C  -5.99  3.92  -0.15  0.0002
C  -7.05  3.81  0.97  -0.0001
C  -6.71  4.99  1.91  0.0013
C  -5.33  4.87  2.60  0.0207
N  -4.35  4.75  1.52  0.3443
O  -2.97  4.95  1.99  0.5644
C  -5.25  6.21  3.40  0.0044
C  -5.34  3.81  3.73  0.0172
C  -3.66  4.28  -0.86  0.0034
H  -4.79  2.19  1.53  -0.0004
H  -3.15  2.31  0.95  0.0013
H  -4.28  1.78  -0.23  0.0020
H  -6.15  4.79  -0.80  0.0002
H  -6.08  2.98  -0.68  -0.0005
H  -7.10  2.82  1.43  0.0000
H  -8.09  3.85  0.64  0.0001
H  -7.45  5.03  2.71  -0.0002
H  -6.73  5.96  1.42  0.0008
H  -5.02  7.07  2.77  -0.0004
H  -6.15  6.34  3.99  0.0000
H  -4.40  6.15  4.08  -0.0006
H  -5.28  2.78  3.36  -0.0001
H  -4.45  3.98  4.33  0.0017
H  -6.29  3.94  4.26  0.0012
H  -3.80  3.75  -1.80  -0.0002
H  -2.62  4.26  -0.55  -0.0009
H  -3.80  5.35  -1.05  -0.0002
C  -3.89  -1.44  -4.91  0.0135
C  -2.83  -0.87  -3.96  0.0207
C  -1.40  -1.13  -4.54  -0.0003
C  -0.94  -0.26  -5.63  -0.0001
C  -1.08  1.15  -5.19  -0.0002
C  -2.51  1.60  -4.67  0.0203
N  -2.95  0.58  -3.66  0.3202
O  -4.25  0.91  -3.00  0.6032
C  -2.27  2.97  -4.03  0.0021
C  -3.37  1.79  -5.92  0.0129
C  -2.89  -1.77  -2.64  0.0035
H  -3.87  -2.52  -5.03  0.0010
H  -4.02  -0.99  -5.89  0.0000
H  -4.89  -1.38  -4.48  0.0020
H  -0.68  -1.21  -3.73  0.0002
H  -1.34  -2.11  -5.01  -0.0004
H  -1.61  -0.50  -6.46  0.0000
H  0.04  -0.56  -6.01  0.0000
H  -0.88  1.78  -6.06  -0.0004
H  -0.25  1.43  -4.55  0.0002
H  -3.28  3.32  -3.82  -0.0006
H  -1.82  2.81  -3.05  -0.0003
H  -1.74  3.74  -4.60  -0.0002
H  -3.27  2.75  -6.43  0.0013
H  -3.22  0.99  -6.64  0.0002
H  -4.43  1.75  -5.66  0.0016
H  -2.88  -2.84  -2.87  -0.0001
H  -3.80  -1.46  -2.12  -0.0008
H  -2.13  -1.62  -1.88  0.0000
O  2.72  -0.35  3.31  0.0000
S  1.87  -1.35  3.94  0.0000
O  0.40  -1.17  3.92  0.0002
O  2.24  -2.81  3.23  0.0000
C  1.67  -3.98  3.81  0.0000
C  2.72  -5.04  3.98  0.0000
C  2.45  -1.67  5.65  0.0000
H  0.94  -4.37  3.10  0.0000
H  1.05  -3.73  4.68  0.0000
H  3.42  -4.80  4.78  0.0000
H  3.32  -5.34  3.13  0.0000
H  2.24  -5.97  4.30  0.0000
H  3.23  -0.91  5.74  0.0000
H  2.98  -2.62  5.69  0.0000
H  1.71  -1.67  6.45  0.0000
O  5.99  -3.94  3.90  0.0000
S  6.58  -3.23  2.76  0.0000
O  7.41  -2.03  2.92  0.0003
O  7.34  -4.30  1.76  0.0000
C  8.43  -3.88  0.96  -0.0001
C  8.53  -4.82  -0.22  0.0003
C  5.20  -2.93  1.58  -0.0001
H  9.36  -3.99  1.52  0.0000
H  8.48  -2.82  0.70  -0.0001
H  8.90  -5.78  0.13  0.0000
H  9.15  -4.41  -1.02  0.0001
H  7.52  -4.83  -0.63  0.0000
H  4.50  -2.16  1.90  0.0000
H  4.73  -3.90  1.44  0.0000
H  5.53  -2.53  0.62  -0.0002
O  1.98  -5.46  0.91  0.0000
S  1.36  -4.38  0.12  0.0000
O  2.01  -3.06  0.05  0.0000
O  1.26  -5.01  -1.49  0.0000
C  0.88  -4.15  -2.57  0.0000
C  -0.19  -4.87  -3.35  0.0000
C  -0.44  -4.11  0.52  0.0000
H  1.69  -4.22  -3.30  0.0000
H  0.53  -3.16  -2.30  0.0000
H  -1.23  -4.92  -3.00  0.0000
H  0.08  -5.91  -3.53  0.0000
H  -0.27  -4.32  -4.29  0.0000
H  -0.97  -5.02  0.23  0.0000
H  -0.90  -3.23  0.06  0.0000
H  -0.46  -3.96  1.59  0.0000
O  3.62  4.96  2.49  0.0001
S  2.64  4.42  1.54  0.0000
O  3.04  4.11  0.18  0.0000
O  1.99  3.02  2.27  0.0000
C  1.90  2.98  3.69  0.0000
C  0.46  2.78  3.93  0.0002
C  1.04  5.40  1.47  -0.0002
H  2.24  3.89  4.19  0.0000
H  2.52  2.16  4.06  0.0000
H  0.32  2.96  5.00  0.0000
H  -0.03  1.83  3.72  0.0000
H  -0.22  3.44  3.40  0.0003
H  0.38  4.81  0.84  -0.0002
H  1.31  6.35  0.99  0.0000
H  0.81  5.54  2.53  0.0000
O  1.32  -0.67  -2.28  0.0004
S  0.82  0.18  -1.19  0.0001
O  0.16  1.45  -1.41  0.0007
O  -0.19  -0.78  -0.23  0.0001
C  -0.85  -0.11  0.84  0.0001
C  -2.32  -0.35  0.75  0.0002
C  2.20  0.43  0.11  0.0001
H  -0.69  0.97  0.83  0.0000
H  -0.52  -0.52  1.79  0.0000
H  -2.84  0.16  1.56  0.0003
H  -2.62  -1.39  0.80  0.0000
H  -2.63  0.06  -0.22  -0.0002
H  2.71  1.38  -0.04  0.0000
H  2.85  -0.45  0.13  0.0000
H  1.85  0.49  1.14  0.0000
O  3.47  4.51  -6.62  0.0000
S  3.19  3.11  -6.30  0.0000
O  4.22  2.11  -6.03  0.0002
O  2.19  3.13  -4.96  0.0000
C  2.60  2.78  -3.59  0.0000
C  3.97  3.38  -3.14  0.0001
C  1.94  2.39  -7.55  0.0000
H  2.68  1.69  -3.54  0.0000
H  1.82  2.99  -2.86  0.0000
H  4.88  3.19  -3.71  0.0001
H  4.28  3.18  -2.11  0.0001
H  3.85  4.46  -3.18  0.0000
H  2.51  1.75  -8.22  0.0000
H  1.61  3.33  -8.01  0.0000
H  1.16  1.91  -6.96  0.0000

Output
2S+1: 7
E_LUMO (alpha / beta) in eV: 0.022 / -0.842
HOMO level (alpha / beta) in eV: -8.6 / -9.4
Energy in a.u.: -7359.515496
Expectation value of S²: 12.033